Formula: C6H32N2O9
Source: OMol25
Level of theory: ωB97M-V/def2-TZVPD

```
49
Properties=species:S:1:pos:R:3:forces:R:3
C -1.0688 -0.9768 1.7906 -1.8 -0.4 -0.5
C -0.4769 -0.1409 0.6457 0.9 0.2 0.7
C 0.9912 -0.6317 0.5337 -0.3 -1.6 -0.3
N 2.4757 1.7684 0.1706 1.6 -1.2 0.3
C 2.6103 1.0204 1.3174 0.7 2.6 -1.8
C 1.7970 -0.0413 1.6367 1.2 -2.0 -0.7
C 2.1237 -0.6785 2.9446 -1.0 0.5 -0.6
N -2.4861 -0.5799 1.8283 0.0 0.9 0.9
H -1.0293 -2.0522 1.5665 -0.4 0.8 -0.2
H -0.5755 -0.9205 2.7570 0.3 0.5 0.1
H -0.4872 0.9911 0.8442 -0.3 -1.7 -0.3
H -1.0289 -0.4016 -0.2735 0.3 0.4 0.4
H 1.4330 -0.5424 -0.4653 -0.1 0.9 0.1
H 0.9472 -1.7653 0.5623 0.5 1.5 0.6
H 2.2805 1.3089 -0.7156 -1.4 -0.3 0.2
H 3.2726 2.3552 -0.0433 0.1 0.5 0.6
H 3.4620 1.3676 1.9085 -0.7 -0.2 0.5
H 2.1082 -1.7619 2.8979 -0.2 -0.2 0.0
H 1.3036 -0.3255 3.5997 0.5 -0.3 0.4
H 3.0975 -0.3091 3.2434 -0.1 0.0 0.6
H -2.5038 0.2481 2.4217 -0.2 0.3 -0.3
H -3.1490 -1.1712 2.3212 0.5 -0.6 -0.3
H 0.0358 -2.9832 1.1065 -0.3 -0.1 0.1
H 0.4639 -4.3396 0.9320 0.3 -0.2 0.5
O 0.4973 -3.6487 1.6139 0.4 -0.7 -0.4
H 1.7110 1.2214 -2.9933 -0.1 0.0 -0.2
H 0.2370 0.8101 -3.1128 0.9 -0.1 0.8
O 0.8872 1.2205 -2.4936 -0.1 0.3 0.0
H -0.9175 3.4218 3.0344 0.3 0.3 -0.2
H 0.0754 2.9137 1.8986 -0.2 0.7 0.1
O -0.6308 2.6778 2.4999 -0.2 -1.0 0.2
H -1.0904 -0.7679 -4.4244 0.7 -0.4 -0.2
H -0.9012 0.6198 -4.3194 0.4 0.3 -0.5
O -0.3259 -0.1558 -4.4743 -1.9 0.1 0.2
H 0.1986 2.9211 -1.3564 0.2 -0.4 -0.4
H 0.9338 3.1432 -0.0309 -0.1 0.0 -0.3
O 0.1212 3.3512 -0.5032 -0.4 0.3 0.5
H -2.4000 1.2825 0.3915 -0.9 -0.2 0.2
H -2.2172 2.5203 -0.3491 -0.4 0.3 -0.2
O -2.9017 1.8396 -0.2298 1.3 0.2 0.6
H 0.6060 -1.7749 -3.2375 0.5 0.1 -0.2
H 2.1348 -2.0929 -3.0798 -0.2 0.0 -0.3
O 1.3039 -1.9936 -2.6083 -0.2 0.0 0.6
H -2.7223 0.6704 -1.5489 -0.8 0.4 -0.8
H -3.5537 1.1149 -2.8053 -0.1 0.1 0.4
O -3.0010 0.4101 -2.4590 0.9 -0.6 -0.2
H -0.9687 -2.2791 -1.0502 -0.2 -0.2 -0.5
H -1.5371 -3.7369 -1.2585 0.0 0.3 -0.2
O -1.1353 -3.1268 -0.6343 0.1 -0.1 0.5
```
Positions in Å, forces in eV/Å.

Expectation value of S²: 0.7549
F_max: 3.25 eV Å⁻¹
Energy relative to the best compared isomer or geometry (same formula, charge and spin): 1.060 eV
Spin multiplicity: 2
E_LUMO (alpha / beta): -3.21 / -6.76 eV
Energy: -28140.5635 eV
Gap between HOMO and LUMO (alpha / beta): 0.3383 / 0.2077 Eh
Total charge: +1